Record 1
Computed, not measured: a 2-piece molecular cluster, C9H10N2O2S overall, with wB97M-V/def2-TZVPD.

For the HOMO-LUMO gap, the calculation gives 8.7 eV. The energy relative to the best compared isomer or geometry (same formula, charge and spin) comes out at 580.08 kJ/mol. As for the charge: 0. As for the HOMO energy: -0.32507 Ha.

```
24
Properties=species:S:1:pos:R:3:forces:R:3:mulliken_charge:R:1
C 1.495 0.958 2.061 -1.474 2.061 -0.057 -0.394
C 0.115 1.005 2.310 -0.029 -0.039 0.406 -0.622
C 1.935 -0.138 1.355 1.186 1.330 -0.649 -0.176
C -0.705 0.042 1.746 -1.289 0.566 1.605 -0.210
C 1.111 -1.048 0.727 0.124 -1.444 1.220 -0.549
C -0.284 -0.961 0.947 2.829 0.033 -1.088 0.538
C -1.051 -0.197 -2.107 -1.163 0.029 -0.200 0.200
C 0.999 1.034 -1.609 -0.568 0.391 -2.669 -1.069
C 0.164 0.295 -2.685 1.870 -0.741 -1.162 -0.231
N -2.144 -0.239 -1.746 0.081 -0.154 -0.084 0.554
N -1.166 -1.692 0.208 -0.203 -1.510 -0.132 -0.392
O -3.280 -1.922 1.685 0.608 0.395 -0.688 -0.500
O -3.227 -0.477 -1.226 -0.284 0.610 -0.438 -0.757
S -2.595 -2.107 0.403 -0.683 -1.299 0.912 0.442
H 2.096 1.919 2.178 -0.470 -1.828 0.403 0.292
H -0.373 1.726 2.967 0.384 0.114 -0.299 0.369
H 2.981 0.002 1.121 0.337 -1.084 -0.207 0.319
H -1.746 -0.105 1.983 -0.341 1.004 0.297 0.391
H 1.612 -1.941 0.327 -0.600 0.458 -0.521 0.336
H 0.368 1.298 -0.845 -1.660 1.358 1.777 0.312
H 1.440 1.928 -2.082 0.531 -0.728 0.648 0.379
H 1.533 0.265 -1.139 1.904 -0.293 0.195 0.249
H 0.867 -0.574 -3.017 -1.677 1.393 0.010 0.215
H -0.146 0.929 -3.562 0.586 -0.622 0.722 0.306
```
Positions in Å, forces in eV/Å.

Record 2
Computed, not measured: one molecule with the formula C21H27NO10, with wB97M-V/def2-TZVPD.

The SMILES is COc1ccc(O[C@@H]2O[C@H](COC(C)=O)[C@@H](OC(C)=O)[C@H](OC(C)=O)[C@H]2NC(C)=O)cc1. For the HOMO-LUMO gap, the calculation gives 8.7 eV. As for the charge: 0. As for the HOMO energy: -0.29735 Ha.

```
59
Properties=species:S:1:pos:R:3:forces:R:3:mulliken_charge:R:1
C -8.057 -0.686 0.003 -0.119 -0.041 0.110 -0.842
O -7.054 -0.350 -0.923 0.191 0.064 -0.178 -0.457
C -5.774 -0.212 -0.473 0.197 0.036 -0.078 0.876
C -5.368 -0.381 0.846 -0.277 -0.028 -0.111 -0.221
C -4.038 -0.213 1.187 0.358 0.077 -0.180 -0.935
C -3.094 0.122 0.225 -0.072 -0.020 0.216 0.147
O -1.796 0.259 0.679 -0.201 -0.094 0.100 -0.322
C -0.825 0.774 -0.192 0.037 0.496 -0.078 -0.699
O -0.523 -0.093 -1.251 -0.181 0.102 0.016 -0.391
C 0.384 -1.137 -0.982 0.459 -0.560 0.048 -0.152
C -0.206 -2.180 -0.010 -0.421 0.606 0.126 -0.814
O 0.738 -3.213 0.230 0.180 -0.162 -0.396 -0.409
C 1.386 -3.197 1.412 0.077 -0.144 0.199 1.043
C 2.468 -4.233 1.441 -0.048 0.046 0.028 -1.166
O 1.131 -2.423 2.297 0.050 0.078 0.072 -0.552
C 1.755 -0.610 -0.511 -0.229 0.175 0.555 0.360
O 2.698 -0.800 -1.558 -0.148 0.068 -0.361 -0.461
C 3.917 -1.255 -1.236 0.217 -0.155 -0.161 0.818
C 4.821 -1.218 -2.429 0.000 -0.009 0.101 -1.318
O 4.223 -1.627 -0.132 0.076 0.022 0.175 -0.577
C 1.678 0.875 -0.132 -0.231 -0.358 -0.543 -0.783
O 2.778 1.211 0.709 -0.155 -0.075 0.288 -0.497
C 3.948 1.541 0.140 0.324 0.184 0.190 0.877
C 5.009 1.703 1.192 -0.062 0.032 -0.125 -1.283
O 4.116 1.665 -1.042 -0.019 0.023 -0.146 -0.576
C 0.402 1.100 0.687 0.198 -0.095 -0.459 -0.388
N 0.331 2.438 1.226 -0.109 -0.349 0.265 -0.059
C 0.338 3.562 0.462 -0.046 0.260 0.603 0.702
C 0.367 4.836 1.278 0.005 0.070 -0.263 -1.450
O 0.308 3.537 -0.748 0.032 -0.034 -0.474 -0.604
C -3.491 0.281 -1.096 0.172 0.043 0.063 -0.064
C -4.820 0.118 -1.434 -0.295 -0.047 0.152 -0.964
H -7.865 -1.658 0.470 -0.002 0.038 0.000 0.337
H -8.981 -0.741 -0.570 0.035 -0.010 0.091 0.242
H -8.160 0.077 0.781 0.011 -0.034 -0.013 0.336
H -6.073 -0.641 1.620 -0.090 -0.021 0.048 0.384
H -3.716 -0.341 2.208 0.043 -0.008 0.132 0.420
H -1.187 1.689 -0.681 0.048 -0.239 0.162 0.922
H 0.537 -1.615 -1.957 0.058 0.026 0.223 0.512
H -1.089 -2.636 -0.463 0.095 0.047 0.079 0.373
H -0.482 -1.712 0.940 -0.016 -0.150 -0.244 0.513
H 2.225 -5.055 0.776 0.031 -0.075 -0.022 0.322
H 3.383 -3.753 1.092 0.028 0.014 -0.035 0.210
H 2.624 -4.580 2.457 -0.027 0.013 0.034 0.347
H 2.115 -1.152 0.373 -0.162 0.173 -0.215 0.590
H 5.704 -1.823 -2.250 -0.010 -0.020 0.025 0.382
H 5.111 -0.178 -2.579 0.007 0.046 -0.034 0.277
H 4.289 -1.553 -3.314 -0.012 -0.020 -0.091 0.330
H 1.689 1.500 -1.033 -0.017 -0.114 0.217 0.630
H 5.424 0.716 1.392 0.013 -0.065 0.037 0.262
H 4.578 2.090 2.109 0.020 0.014 0.088 0.312
H 5.799 2.352 0.825 -0.001 0.008 -0.030 0.385
H 0.414 0.407 1.535 -0.021 0.047 -0.053 0.746
H 0.417 2.532 2.224 -0.017 0.060 -0.099 0.337
H 0.308 5.689 0.609 -0.003 -0.009 -0.009 0.391
H 1.293 4.891 1.846 0.065 0.022 0.088 0.330
H -0.472 4.858 1.969 -0.050 0.022 0.096 0.343
H -2.770 0.515 -1.862 0.046 0.010 -0.093 0.523
H -5.143 0.240 -2.455 -0.032 0.016 -0.134 0.402
```
Positions in Å, forces in eV/Å.

Record 3
Computed, not measured: C33H53KN2O7P2SSi as an isolated structure, with wB97M-V/def2-TZVPD.

For the HOMO-LUMO gap, the calculation gives 7.0 eV. The energy relative to the best compared isomer or geometry (same formula, charge and spin) comes out at 48.31 kJ/mol. As for the charge: 0. As for the HOMO energy: -0.24392 Ha.

```
100
Properties=species:S:1:pos:R:3:forces:R:3:mulliken_charge:R:1
K -0.111 -0.272 0.921 -0.257 0.139 -0.170 1.099
C -4.341 -1.400 -1.954 0.019 0.017 0.011 -1.495
C -2.907 -1.453 -1.473 -0.012 -0.037 -0.070 0.369
C -1.886 -1.352 -2.587 -0.018 0.007 0.050 -0.661
O -2.638 -0.427 -0.469 0.053 -0.117 0.040 -0.829
P -3.028 1.066 -0.234 0.123 0.106 0.157 0.277
O -2.322 1.607 0.943 -0.089 -0.042 -0.060 -0.888
C -2.643 2.020 -1.719 -0.051 0.018 -0.040 -0.609
P -0.865 2.248 -1.868 -0.006 0.043 0.086 -1.471
O -0.049 1.124 -1.374 0.044 -0.029 0.008 1.351
O -0.660 2.553 -3.407 0.003 -0.032 -0.062 -0.285
C 0.574 2.151 -4.086 -0.005 0.054 0.038 2.474
C 1.174 3.394 -4.704 0.011 -0.015 -0.007 -1.496
C 0.223 1.084 -5.096 -0.009 0.003 -0.008 -1.528
O -0.640 3.610 -1.093 -0.031 -0.018 -0.061 -0.121
C 0.724 3.999 -0.754 0.043 -0.016 0.049 1.467
C 1.007 3.590 0.677 -0.017 0.022 -0.023 -1.222
C 0.817 5.492 -0.980 -0.012 0.002 0.001 -1.760
O -4.608 1.065 -0.145 -0.045 -0.036 -0.024 0.034
C -5.304 2.108 0.599 0.037 0.015 0.005 0.672
C -6.627 2.322 -0.101 -0.002 0.002 0.014 -1.474
C -5.446 1.666 2.040 0.001 -0.003 -0.008 -1.316
H -4.519 -2.244 -2.620 0.007 -0.001 -0.001 0.505
H -4.539 -0.482 -2.512 -0.016 -0.001 -0.003 0.272
H -5.040 -1.457 -1.122 -0.003 0.008 0.001 0.330
H -2.732 -2.373 -0.916 0.010 0.006 0.009 0.356
H -2.046 -0.454 -3.189 0.013 0.003 -0.022 0.209
H -1.984 -2.221 -3.239 -0.008 -0.001 0.002 0.562
H -0.876 -1.337 -2.178 0.004 0.010 -0.011 -0.086
H -3.129 2.995 -1.637 0.021 0.005 0.015 0.599
H -3.025 1.524 -2.611 0.016 -0.015 -0.002 0.571
H 1.246 1.734 -3.336 0.004 -0.015 -0.008 -1.020
H 0.488 3.827 -5.434 0.003 0.008 -0.003 0.355
H 2.106 3.139 -5.210 -0.005 0.003 0.000 0.386
H 1.392 4.143 -3.942 -0.005 -0.001 0.004 0.253
H -0.515 1.461 -5.808 0.000 -0.002 0.000 0.389
H -0.178 0.202 -4.597 0.004 -0.002 0.003 0.200
H 1.117 0.788 -5.645 -0.002 -0.002 -0.005 0.403
H 1.413 3.474 -1.424 -0.012 0.000 -0.008 -0.201
H 0.256 4.019 1.340 0.002 -0.006 0.010 0.368
H 1.993 3.950 0.976 0.002 -0.003 0.003 0.459
H 0.992 2.506 0.780 -0.012 0.010 -0.038 -0.075
H 0.115 6.011 -0.326 0.003 0.005 -0.001 0.368
H 0.578 5.743 -2.013 -0.002 0.001 0.000 0.415
H 1.825 5.842 -0.757 0.002 -0.001 0.000 0.400
H -4.698 3.018 0.554 -0.009 0.007 -0.002 0.340
H -7.210 1.400 -0.087 -0.004 0.002 -0.006 0.288
H -6.478 2.624 -1.137 0.001 -0.001 -0.003 0.346
H -7.197 3.100 0.409 0.000 0.001 -0.001 0.435
H -6.016 0.736 2.089 0.002 -0.001 0.003 0.289
H -5.975 2.429 2.613 -0.001 0.004 -0.004 0.454
H -4.464 1.510 2.484 -0.006 -0.001 0.006 0.232
C 0.969 -1.125 5.741 0.008 -0.005 0.047 -1.172
Si -0.225 -1.450 4.338 0.041 0.118 -0.076 0.035
C -1.131 0.150 3.910 0.153 -0.247 -0.055 -1.096
C -1.565 -2.653 4.870 -0.052 -0.008 0.017 -1.318
N 0.681 -1.916 2.925 0.020 0.038 0.019 0.200
C 1.035 -3.087 2.516 0.012 -0.144 0.071 -0.110
C 0.869 -4.279 3.343 -0.055 0.076 0.034 -0.945
C 1.359 -5.484 3.009 0.069 0.020 -0.152 -0.673
C 2.016 -5.699 1.749 -0.053 0.054 0.063 -1.130
C 2.171 -4.670 0.904 0.047 -0.039 0.025 -1.094
C 1.686 -3.273 1.143 -0.021 0.070 0.002 2.541
O 2.300 -0.961 0.336 0.104 -0.052 -0.045 0.436
C 2.725 -0.494 -0.890 0.075 0.030 0.164 -0.041
C 2.345 -1.105 -2.076 -0.013 -0.017 -0.031 0.587
C 2.800 -0.594 -3.284 -0.006 -0.010 0.045 -1.181
C 3.610 0.534 -3.314 0.013 0.009 -0.017 -0.780
C 3.962 1.158 -2.123 -0.014 -0.003 -0.026 -0.944
C 3.526 0.640 -0.912 -0.036 0.005 0.014 -0.294
H 0.446 -0.753 6.626 0.007 0.003 0.000 0.387
H 1.715 -0.380 5.456 -0.003 0.008 -0.005 0.304
H 1.499 -2.037 6.024 -0.003 -0.005 -0.011 0.323
H -1.680 0.511 4.782 0.018 0.013 0.019 0.492
H -1.867 -0.020 3.119 -0.047 0.066 0.015 0.130
H -0.467 0.953 3.580 0.006 0.013 0.029 0.325
H -2.375 -2.106 5.359 -0.002 0.000 -0.007 0.437
H -1.214 -3.413 5.569 0.008 -0.012 -0.005 0.390
H -1.983 -3.164 3.999 -0.014 -0.009 0.011 0.397
H 0.386 -4.145 4.301 -0.006 0.006 -0.005 0.303
H 1.243 -6.314 3.697 0.004 -0.009 -0.003 0.391
H 2.337 -6.692 1.465 -0.004 -0.009 0.019 0.394
H 2.616 -4.848 -0.062 0.005 0.003 0.003 0.333
H 1.708 -1.981 -2.022 -0.002 0.010 -0.008 0.504
H 2.520 -1.087 -4.207 0.005 0.003 -0.007 0.488
H 3.970 0.924 -4.259 -0.002 -0.004 0.002 0.471
H 4.597 2.035 -2.137 0.000 0.000 0.003 0.470
H 3.821 1.088 0.030 -0.005 -0.001 0.007 0.525
S 0.282 -3.227 -0.054 -0.013 0.001 0.011 -0.474
C 2.861 -2.245 0.864 -0.034 -0.039 0.003 0.770
N 3.497 -1.928 2.107 -0.042 -0.017 -0.033 -0.126
C 4.791 -1.506 2.189 0.006 -0.005 0.010 -0.469
C 5.671 -1.726 1.193 -0.018 0.017 0.045 -0.887
C 5.189 -2.456 0.053 -0.035 -0.017 -0.027 -0.594
C 3.890 -2.759 -0.090 0.101 -0.026 -0.040 -0.966
H 2.853 -1.649 2.832 0.011 0.000 0.012 -0.212
H 5.070 -1.046 3.128 0.005 0.006 -0.004 0.460
H 6.704 -1.433 1.293 0.005 -0.004 -0.014 0.431
H 5.891 -2.787 -0.703 0.010 0.005 0.009 0.442
H 3.552 -3.304 -0.957 -0.044 0.007 0.008 0.543
```
Positions in Å, forces in eV/Å.

Q: charge of number 3 (C33H53KN2O7P2SSi)?
A: 0